Here is C48H37Cl5GeN5O2Ti as an isolated structure from the OMol25 dataset. Energies are from ωB97M-V with the def2-TZVPD basis set.

Positions of all 99 atoms, in Å:
1 Cl 0.5134 -3.9091 -2.6994
2 N 2.7452 -1.6567 -1.8923
3 C -1.8591 4.3856 2.4037
4 C -2.3001 -2.6870 -0.3003
5 H -3.3789 4.0320 3.8234
6 C -2.2528 -2.3549 1.0805
7 C 1.6056 -3.4736 1.2410
8 H 2.3490 -2.0017 -3.8746
9 C 5.3127 -0.7784 -2.6411
10 C 0.3502 -0.1836 4.8063
11 C -1.8397 7.0287 3.1818
12 H 0.2356 -1.1468 5.3528
13 C -4.0279 -4.2885 0.1958
14 H 0.9483 3.1010 2.7858
15 C 1.2468 1.1313 0.0445
16 H 1.5247 0.7513 -3.4157
17 C -3.2356 -3.5976 -0.7609
18 C 0.2192 0.6183 -5.1086
19 C 3.0692 -1.5298 -3.1821
20 H 2.6605 2.3675 4.3982
21 H -4.6948 -6.3441 1.5033
22 H 3.6344 -2.2227 0.0498
23 H 5.7668 -0.9752 -0.5559
24 C 1.1227 -3.1710 -0.0565
25 C -3.0134 -3.0789 1.9898
26 H 0.6689 -0.4847 1.0867
27 C 4.2961 -1.0781 -3.6113
28 N 0.4728 -0.0677 0.2026
29 O -5.2278 -4.1703 3.5651
30 H -1.6500 8.0032 3.5601
31 C 3.4440 2.1385 -0.0957
32 H -3.3425 -3.8447 -1.8405
33 Cl 3.0524 -7.2540 0.7086
34 H -3.1128 6.4036 4.8499
35 Cl 1.9419 -5.2103 3.2190
36 C 3.8162 -1.7759 -0.9534
37 C 1.5044 3.3041 -0.9405
38 N -1.4837 -1.9671 -1.1773
39 C -0.6314 0.2942 3.9405
40 C -1.7993 2.0979 0.2196
41 C -1.7711 -0.6730 -4.6689
42 C -3.9295 -4.0400 1.5601
43 H 2.1268 0.3339 5.9498
44 H -3.1699 2.0280 2.5880
45 H -4.5123 2.5744 -1.7238
46 H 4.5241 2.1173 0.2552
47 C -2.7298 4.7965 3.3817
48 C -3.4923 2.5078 -1.4899
49 C 1.7720 -5.4137 -0.7834
50 C -1.2505 -0.9839 -3.4169
51 H -4.7084 -5.0210 -0.2261
52 C 1.1711 -4.2082 -0.9980
53 H 3.5959 3.9275 -1.3211
54 O -5.2549 -6.0074 2.2272
55 Cl 1.6820 -6.6877 -1.9569
56 C 2.1682 -5.7685 0.5496
57 C -1.2023 5.3584 1.5937
58 C -2.6187 6.1060 3.9071
59 C 0.7144 2.2659 3.4662
60 C 1.5043 0.5621 5.0495
61 C 2.6009 1.0676 0.2921
62 H -0.7782 7.4743 1.3699
63 H -0.4257 2.8349 -2.8255
64 Cl 1.8365 -2.3014 2.5916
65 C 1.6983 1.7964 4.3207
66 H -0.5376 0.2219 0.2417
67 C -2.5310 2.8471 -2.4318
68 H 3.0935 0.2767 0.8916
69 C 2.8869 3.2164 -0.7853
70 C -2.0133 -1.6380 -2.3694
71 H -1.5069 -0.2870 3.6816
72 C -0.4486 1.5448 3.3138
73 C 0.7049 0.2391 -3.8776
74 H -2.8236 3.0495 -3.4431
75 C -0.9236 -0.0016 -5.5686
76 C -1.1480 6.6812 2.0025
77 C 1.9495 -4.8221 1.5944
78 C 5.0275 -1.1761 -1.2929
79 C 0.6616 2.2796 -0.5162
80 N 6.4650 -0.0174 -2.9151
81 H -1.5648 -1.5675 1.4434
82 H 6.7805 0.6635 -2.2411
83 H 4.4402 -0.8488 -4.6331
84 H -2.9475 -2.9040 3.0595
85 C -3.0692 1.9873 -0.2699
86 H -2.7367 -1.0554 -4.9930
87 N 0.0186 -0.6294 -3.0604
88 H -3.7942 1.4728 0.3131
89 H -0.6295 4.9424 0.7844
90 C -4.8557 -4.7330 2.5479
91 H 0.9393 1.1931 -5.6900
92 C -0.8190 2.3986 -0.7682
93 H -1.1491 -0.0396 -6.5889
94 C -1.1841 2.7430 -2.0705
95 H 0.9091 4.0844 -1.4534
96 Ge -1.7307 2.4184 2.1106
97 H -3.0219 -1.9944 -2.5982
98 H 6.6022 0.2327 -3.8883
99 Ti 0.7539 -1.8293 -1.3249

Cartesian forces (eV/Å) of the 2 atoms listed first:
Cl 0.3 -0.1 1.1
N 2.2 -2.3 2.0

As for the net charge: +1. Its spin multiplicity is 3. The value obtained for the HOMO-LUMO gap (alpha / beta) is 5.11 / 7.37 eV. As for the expectation value of S²: 2.02.

***

Here is C36H47As4P2S6Tc as an isolated structure from the OMol25 dataset. Energies are from ωB97M-V with the def2-TZVPD basis set.

Positions of all 96 atoms, in Å:
1 C 1.5637 1.7261 3.3614
2 H 3.8031 2.7272 6.3563
3 C 2.2782 -1.5543 -3.9659
4 Tc 0.5804 -0.1330 -0.9347
5 H -2.9378 4.0370 4.5349
6 H -2.6768 2.0964 -3.3775
7 H -0.9876 3.6389 3.0520
8 H 0.5999 3.5245 -2.1521
9 H -0.3191 3.8346 -0.6891
10 C 3.7669 -1.8437 4.6509
11 C 3.9392 -0.3940 2.2885
12 H -6.0547 0.0762 -4.5731
13 H 2.2555 2.3251 -3.5546
14 C -1.9395 1.2939 -3.2816
15 H 2.5127 3.3261 2.3104
16 P 0.3343 1.4706 2.0113
17 C -0.1864 -5.6528 1.9120
18 P 1.6569 -1.4975 1.1712
19 H -2.7651 1.7659 -5.9851
20 H 2.4961 -1.4198 -5.0260
21 H 1.2321 -6.3417 0.4574
22 H -4.7920 0.2094 -3.3498
23 H -1.1128 4.0587 -2.2784
24 C 2.9043 -1.3043 2.4763
25 H -4.2880 -2.5235 -4.3630
26 H -2.6659 -2.6498 -5.0407
27 C -1.5488 2.8046 3.4627
28 H 3.4980 1.0799 -3.4717
29 H -0.6465 -0.9616 -4.5595
30 C 0.3550 -0.3099 1.5579
31 C -1.2195 1.1244 -4.6304
32 C -0.5472 2.4576 -4.9904
33 C 2.3131 1.3676 5.6253
34 C -5.0444 0.4397 -4.3845
35 H 1.7206 -2.4745 -3.8078
36 H -3.1971 2.7192 -1.0056
37 C 1.3985 -4.2366 0.7986
38 H 2.0178 -2.7493 3.7935
39 H -3.5367 -0.1921 4.8254
40 C 4.7920 -0.9283 4.4706
41 H 3.9462 3.9811 4.2337
42 S -1.0891 -0.6711 0.6795
43 C 2.8160 -2.0304 3.6606
44 C -1.8671 0.4386 3.6493
45 H 3.7050 -2.4170 5.5682
46 C 3.1871 2.4417 5.5121
47 S -0.4892 -2.0431 -2.0387
48 H -2.4791 0.3765 -3.0477
49 H -0.0671 2.3935 -5.9693
50 C -1.1391 1.5089 3.1412
51 H -1.7369 0.5096 -6.6358
52 S -1.6691 -5.2895 -1.9927
53 C -2.9732 0.6569 4.4583
54 C -0.3925 3.4674 -1.7123
55 C -2.2696 0.8216 -5.7320
56 H 2.6125 1.3295 -4.9974
57 H 5.6784 0.5118 3.1498
58 H 2.2458 0.8155 6.5552
59 C 1.5060 1.0134 4.5578
60 H -0.6250 -6.6294 2.0691
61 C -2.6392 3.0251 4.2880
62 C -0.1578 0.0106 -4.6469
63 C 3.2655 3.1425 4.3204
64 H -5.0457 1.5216 -4.5245
65 S 2.6571 -1.5919 -0.5514
66 H 0.3661 0.0339 -5.6083
67 C 4.8762 -0.2016 3.2917
68 H 4.0075 0.1505 1.3544
69 H -2.9581 -1.7021 -3.5806
70 C 2.4588 2.7846 3.2483
71 As -3.8352 -0.4497 -5.6738
72 C -3.3648 -1.9738 -4.5487
73 C 0.8558 -5.4940 1.0132
74 As -0.9917 1.6129 -1.5884
75 H 2.1985 -4.1075 0.0854
76 As -1.6924 -3.5292 -0.8294
77 H 5.5295 -0.7810 5.2503
78 H -1.2813 3.2657 -5.0175
79 C 2.5331 1.3352 -3.9106
80 H 3.2132 -1.6104 -3.4089
81 As 1.2741 -0.0341 -3.2915
82 H -1.5037 -4.6694 3.2899
83 H -1.5869 -0.5790 3.4119
84 C -0.6712 -4.5554 2.6072
85 H -0.5006 -2.4592 2.9745
86 C -0.1210 -3.2998 2.4095
87 H -2.2563 2.3332 0.4592
88 H 0.8141 0.1865 4.6623
89 C 0.9081 -3.1289 1.4861
90 H 0.2059 2.6971 -4.2393
91 S -3.6446 -2.7665 -0.4629
92 C -3.3599 1.9483 4.7844
93 S 1.9578 1.6312 -0.3899
94 H -4.2298 2.1158 5.4072
95 C -2.5803 1.9647 -0.5144
96 H -3.1529 1.0516 -0.3612

Cartesian forces (eV/Å) of the 2 atoms listed first:
C 0.0 0.0 0.0
H 0.0 0.0 0.0

As for the net charge: -1. Its spin multiplicity is 4. The value obtained for the HOMO-LUMO gap (alpha / beta) is 5.71 / 5.11 eV. As for the expectation value of S²: 3.78.

***

Here is a single CHClNP molecule from the OMol25 dataset. Energies are from ωB97M-V with the def2-TZVPD basis set.

Positions of all 5 atoms, in Å:
1 H -0.4727 -1.3660 -0.0595
2 N 0.2185 1.1006 1.5936
3 P -0.9106 -0.2539 -0.6728
4 C -0.1871 0.4831 0.7544
5 Cl 1.3519 0.0362 -1.6157

Cartesian forces (eV/Å) of the 2 atoms listed first:
H 0.2 -2.2 0.1
N 1.6 2.2 3.6

As for the net charge: 0. Its spin multiplicity is 1. As for the SMILES: N#CPCl. The value obtained for the HOMO-LUMO gap is 9.08 eV.

***

Here is C4H8N2O4S as an isolated structure from the OMol25 dataset. Energies are from ωB97M-V with the def2-TZVPD basis set.

Positions of all 19 atoms, in Å:
1 N -2.4640 -1.6508 -1.6358
2 H -0.2459 1.0044 -2.6109
3 O 3.9720 -1.2079 0.6825
4 C -1.2093 0.9567 -2.0743
5 H 2.2958 0.7550 3.2689
6 H 3.0769 -0.3362 3.9353
7 N -0.5093 0.8547 0.1672
8 H -1.7201 0.3761 -2.8600
9 H -2.0644 -1.3801 -2.4966
10 O 0.3474 1.3077 2.2910
11 S 3.5528 0.1324 0.9971
12 C -0.1136 0.9496 1.2801
13 H -3.3109 -2.2355 -1.6063
14 H -1.9505 -1.3407 0.4124
15 H -1.7663 1.9436 -1.9806
16 O 3.1232 0.2874 3.2385
17 O 2.1902 0.3318 0.3974
18 C -1.3027 0.2360 -0.7671
19 C -1.9012 -0.9843 -0.6388

Cartesian forces (eV/Å) of the 2 atoms listed first:
N -1.3 -1.8 -1.1
H 0.2 0.6 1.1

As for the net charge: 0. Its spin multiplicity is 1. The value obtained for the HOMO-LUMO gap is 7.47 eV.

***

Here is a single C7H8O3 molecule from the OMol25 dataset. Energies are from ωB97M-V with the def2-TZVPD basis set.

Positions of all 18 atoms, in Å:
1 H 1.8271 -1.5145 0.2801
2 H 2.6442 0.6546 -0.5853
3 C 2.1592 0.7544 0.3053
4 O 1.2250 1.6949 0.2790
5 C -0.0181 1.2210 0.2269
6 H -3.0224 -1.2783 1.1591
7 H -2.6126 -0.2513 -0.1719
8 O -0.9578 -1.0660 0.7047
9 C 0.0269 -0.2434 0.1176
10 H -0.6966 -0.3740 -3.8145
11 C -0.5656 -0.5130 -2.7717
12 H 1.2550 -0.8162 1.7493
13 C 1.4481 -0.5861 0.6837
14 H -2.3743 0.3811 1.4278
15 H 2.9759 1.0001 1.0585
16 C -2.2344 -0.5231 0.8136
17 C -0.0774 -0.4378 -1.6473
18 O -1.0020 1.8974 0.1852

Cartesian forces (eV/Å) of the 2 atoms listed first:
H 0.4 0.1 -0.4
H 1.2 -0.3 -2.8

As for the net charge: 0. Its spin multiplicity is 1. As for the SMILES: C#C[C@@]1(OC)CCOC1=O. The value obtained for the HOMO-LUMO gap is 10.95 eV.

***

F_max per entry: 0.115; 0.040; 0.088; 0.096; 0.118 Eh/bohr